The molecule CBrClNO2P. Source: the OMol25 dataset; level of theory: ωB97M-V/def2-TZVPD.

XYZ file:
```
7
Properties=species:S:1:pos:R:3:nbo_charge:R:1
C 1.3646 0.3852 -0.1803 0.51
N 2.2696 -0.2694 -0.0232 -0.43
O -0.6525 -1.1997 1.3363 -0.97
O 0.2527 0.9381 -0.2670 -0.67
P -1.0351 -0.5776 0.1130 1.78
Cl -0.9786 -1.4573 -1.6284 -0.13
Br -2.8905 0.6173 0.2227 -0.09
```

Results
Calculated total energy ... -3618.92549 a.u.
ΔE to the lowest compared entry with this formula, charge and spin ... 110.6 kJ/mol
Net charge ... 0
SMILES ... N#CO[P@](=O)(Cl)Br
LUMO energy ... -0.061 Ha